Density functional theory data (ωB97M-V/def2-TZVPD) for a gas-phase ion, C8H18NS (charge +1) at a distorted geometry.

Atoms and positions in Å:
C: -1.612 1.107 0.355
C: -2.198 -0.099 -0.516
C: 0.989 0.523 0.280
C: -3.568 0.264 -1.146
C: 0.760 -0.398 1.393
C: 3.517 0.511 0.374
C: 2.100 -0.694 -1.525
C: 2.310 0.580 -0.549
N: -2.157 -1.245 0.387
S: -0.051 1.650 -0.346
H: -2.219 2.094 0.285
H: -1.495 0.950 1.384
H: -1.543 -0.344 -1.333
H: -4.378 0.643 -0.486
H: -4.061 -0.694 -1.573
H: -3.534 1.090 -1.987
H: -0.102 -0.924 1.198
H: 0.628 0.131 2.374
H: 1.681 -0.990 1.503
H: 3.871 -0.462 0.312
H: 3.336 0.742 1.459
H: 4.231 1.262 0.150
H: 1.840 -0.322 -2.516
H: 1.368 -1.332 -1.040
H: 3.113 -1.212 -1.487
H: 2.381 1.531 -1.033
H: -2.854 -1.076 1.174
H: -2.328 -2.023 -0.096

## Properties
LUMO energy: -4.9 eV
HOMO level: -13.315 eV
energy above the lowest of the compared OMol25 structures with the same formula, charge and spin: 0.822 eV
molar mass: 160.31 g mol⁻¹
maximum force: 0.1080 Eh/bohr
net charge: +1
calculated total energy: -20904.853 eV



Density functional theory data (ωB97M-V/def2-TZVPD) for 3 unconnected molecules or ions with the total composition C8H18O2 at a distorted geometry.

Atoms and positions in Å:
C: 0.673 -1.054 -2.538
C: -0.616 -0.258 -2.398
C: -1.184 0.048 -0.964
C: -0.491 -0.679 0.147
C: -0.466 -2.009 0.327
C: 2.321 1.407 1.817
C: 1.523 0.588 0.873
C: 0.269 0.191 1.120
H: 0.439 -2.094 -2.313
H: 1.498 -0.683 -1.912
H: 1.175 -1.003 -3.488
H: -1.320 -0.767 -3.040
H: -0.346 0.780 -2.720
H: -2.237 -0.300 -0.925
H: -1.172 1.129 -0.738
H: -0.045 -2.513 1.187
H: -0.737 -2.604 -0.555
H: 1.718 2.204 2.270
H: 3.220 1.804 1.337
H: 2.678 0.799 2.630
H: 2.010 0.293 -0.068
H: -0.311 0.690 1.884
H: -0.363 3.015 0.142
H: -0.385 2.257 1.485
O: -0.638 3.085 1.055
H: -2.077 -2.121 1.622
H: -2.354 -0.682 1.803
O: -2.778 -1.525 1.959

## Properties
LUMO energy: 0.6 eV
HOMO level: -9.634 eV
energy above the lowest of the compared OMol25 structures with the same formula, charge and spin: 3.064 eV
molar mass: 146.23 g mol⁻¹
maximum force: 0.0445 Eh/bohr
calculated total energy: -12680.632 eV



Density functional theory data (ωB97M-V/def2-TZVPD) for 4 unconnected molecules or ions with the total composition C8H18O3 at a distorted geometry.

Atoms and positions in Å:
C: -1.441 1.391 1.955
C: -0.607 0.317 1.181
C: -1.449 -0.772 0.550
C: -2.466 -1.361 1.160
C: -1.935 -1.133 -1.838
C: -1.060 -1.160 -0.837
C: 0.317 -1.620 -1.072
C: 1.093 -2.157 -0.132
H: -1.417 2.350 1.445
H: -2.499 1.141 2.072
H: -1.093 1.460 2.983
H: -0.020 0.895 0.472
H: -0.074 -0.134 2.008
H: -2.787 -1.007 2.136
H: -2.995 -2.242 0.814
H: -1.620 -1.387 -2.846
H: -2.980 -0.868 -1.751
H: 0.650 -1.694 -2.098
H: 0.762 -2.174 0.896
H: 2.062 -2.593 -0.360
H: 2.069 0.420 -2.166
H: 2.548 1.322 -1.047
O: 2.339 1.331 -1.994
H: -0.124 3.604 -0.592
H: 0.999 2.692 -1.241
O: 0.546 2.940 -0.410
H: 3.002 -0.565 1.150
H: 2.096 0.606 0.971
O: 2.917 0.360 1.417

## Properties
LUMO energy: 0.6 eV
HOMO level: -9.105 eV
energy above the lowest of the compared OMol25 structures with the same formula, charge and spin: 0.364 eV
molar mass: 162.23 g mol⁻¹
maximum force: 0.0421 Eh/bohr
calculated total energy: -14728.561 eV



Density functional theory data (ωB97M-V/def2-TZVPD) for a molecular structure, C8H18O4PReS8Sb2 at a distorted geometry.

Atoms and positions in Å:
Re: -0.365 -1.145 -1.882
S: -2.637 -4.103 -3.921
Sb: -0.640 -4.187 -2.926
S: 0.997 -2.449 -3.297
S: -1.284 -2.632 -0.656
S: 0.461 -5.830 -1.929
S: -5.827 -0.052 -0.831
Sb: -4.701 -1.544 -2.351
S: -3.274 0.265 -3.161
S: -1.631 -0.875 -3.652
S: -4.261 -1.187 0.001
C: -1.786 1.330 2.708
C: -1.033 2.062 1.617
C: -1.987 2.663 0.598
C: -0.073 3.090 2.185
O: -0.232 0.993 0.964
P: 0.447 1.156 -0.429
O: 1.289 2.322 -0.632
O: -0.613 0.779 -1.540
O: 1.218 -0.299 -0.580
C: 2.504 -0.779 0.017
C: 2.211 -2.148 0.588
C: 2.938 0.194 1.100
C: 3.504 -0.830 -1.117
H: -2.400 2.037 3.267
H: -1.088 0.853 3.396
H: -2.434 0.571 2.271
H: -2.631 3.391 1.092
H: -2.613 1.887 0.154
H: -1.443 3.183 -0.194
H: -0.637 3.859 2.713
H: 0.507 3.559 1.391
H: 0.611 2.616 2.891
H: 1.421 -2.091 1.337
H: 3.114 -2.537 1.061
H: 1.915 -2.847 -0.197
H: 2.203 0.236 1.904
H: 3.093 1.194 0.698
H: 3.879 -0.164 1.517
H: 3.150 -1.486 -1.912
H: 4.450 -1.226 -0.748
H: 3.678 0.170 -1.517

## Properties
LUMO energy: -2.0 eV
HOMO level: -8.530 eV
molar mass: 895.47 g mol⁻¹
maximum force: 0.0205 Eh/bohr
calculated total energy: -127960.386 eV